# 1
Formula: C19H21N5S2
Source: the Open Molecules 2025 dataset
Level of theory: ωB97M-V with the def2-TZVPD basis set

```
47
C19H21N5S2, DFT ωB97M-V with the def2-TZVPD basis set
N 4.542 -4.418 0.593
C 5.723 -3.998 0.616
C 6.088 -2.880 -0.331
N 4.995 -1.903 -0.379
C 3.886 -2.215 -1.074
C 2.816 -1.346 -1.093
C 2.891 -0.157 -0.391
C 1.739 0.775 -0.375
C 1.586 1.744 -1.356
C 0.493 2.572 -1.311
N -0.431 2.460 -0.333
C -1.574 3.429 -0.392
C -2.663 3.328 0.661
C -3.725 2.226 0.427
S -3.714 0.999 1.774
C -3.934 -0.461 0.766
S -2.698 -1.396 0.300
N -5.229 -0.701 0.409
C -6.388 -0.397 1.124
C -7.401 -0.836 0.354
N -6.935 -1.357 -0.841
C -5.648 -1.290 -0.782
C -0.298 1.532 0.617
C 0.786 0.678 0.614
C 4.046 0.144 0.313
C 5.088 -0.749 0.305
H 4.385 -5.182 1.243
H 6.503 -4.385 1.258
H 6.214 -3.291 -1.322
H 6.999 -2.387 -0.030
H 3.881 -3.154 -1.587
H 1.934 -1.601 -1.649
H 2.304 1.858 -2.144
H 0.334 3.338 -2.045
H -1.119 4.409 -0.351
H -2.007 3.308 -1.375
H -2.243 3.237 1.655
H -3.159 4.288 0.658
H -3.596 1.727 -0.525
H -4.711 2.664 0.417
H -6.380 0.054 2.090
H -8.447 -0.801 0.572
H -4.973 -1.625 -1.542
H -1.061 1.449 1.367
H 0.855 -0.069 1.382
H 4.149 1.059 0.865
H 6.003 -0.574 0.837
```

Results
**Energy**: -49148.6910 eV
**LUMO energy**: -6.8 eV
**Charge**: +2

***

# 2
Formula: C19H21NO5
Source: the Open Molecules 2025 dataset
Level of theory: ωB97M-V with the def2-TZVPD basis set

```
46
C19H21NO5, DFT ωB97M-V with the def2-TZVPD basis set
C 0.850 5.840 -4.045
O 1.081 4.566 -4.592
C 0.824 3.466 -3.830
C 1.069 2.234 -4.430
C 0.837 1.061 -3.741
C 0.359 1.092 -2.439
N 0.095 -0.051 -1.672
C 0.302 -1.342 -2.001
O 0.725 -1.757 -3.058
C -0.073 -2.307 -0.860
O 0.767 -2.157 0.282
C 0.398 -1.292 1.226
O -0.563 -0.568 1.132
C 1.326 -1.341 2.415
C 1.348 -2.752 3.027
C -0.049 -3.189 3.372
C -0.755 -4.038 2.530
C -2.059 -4.398 2.822
C -2.673 -3.911 3.963
C -1.977 -3.067 4.811
C -0.674 -2.708 4.515
C 0.114 2.334 -1.827
O -0.347 2.273 -0.541
C -0.648 3.466 0.136
C 0.346 3.511 -2.522
H -0.203 5.981 -3.778
H 1.117 6.549 -4.828
H 1.477 6.023 -3.166
H 1.440 2.217 -5.441
H 1.026 0.109 -4.207
H -0.301 0.159 -0.759
H 0.076 -3.329 -1.212
H -1.118 -2.148 -0.568
H 2.329 -1.068 2.085
H 0.972 -0.612 3.144
H 1.789 -3.444 2.308
H 1.971 -2.735 3.923
H -0.277 -4.423 1.640
H -2.596 -5.059 2.158
H -3.692 -4.190 4.191
H -2.451 -2.686 5.704
H -0.134 -2.049 5.181
H -1.432 4.034 -0.377
H -1.010 3.158 1.116
H 0.239 4.096 0.259
H 0.155 4.457 -2.046
```

Results
**Energy**: -31771.6434 eV
**LUMO energy**: 0.7 eV
**Charge**: 0
**Structure (SMILES)**: COc1ccc(NC(=O)COC(=O)CCc2ccccc2)c(OC)c1

***

# 3
Formula: C19H22B2F9O5S
Source: the Open Molecules 2025 dataset
Level of theory: ωB97M-V with the def2-TZVPD basis set

```
58
C19H22B2F9O5S, DFT ωB97M-V with the def2-TZVPD basis set
C -0.030 4.318 1.212
B -0.165 2.880 1.908
O 0.473 2.806 3.144
B -1.012 1.591 1.152
C -0.115 0.208 0.956
C 1.335 0.444 0.502
C 1.839 -0.631 -0.513
C 1.827 -0.066 -1.939
C 1.569 -1.141 -2.990
F 2.629 -1.997 -3.046
F 0.450 -1.845 -2.692
C 1.347 -0.489 -4.388
F 2.258 0.468 -4.590
F 0.142 0.076 -4.391
S 1.460 -1.653 -5.898
F 1.710 -0.401 -6.859
F 3.022 -1.800 -5.657
F 1.165 -2.931 -5.005
F -0.101 -1.538 -6.204
F 1.604 -2.606 -7.162
H -1.012 4.799 1.122
H 0.315 4.154 0.185
H 0.670 4.999 1.715
H 0.532 1.891 3.440
H -1.973 1.349 1.911
H -1.513 1.992 0.094
H -0.148 -0.380 1.882
H -0.606 -0.409 0.192
H 1.438 1.424 0.025
H 2.002 0.383 1.368
H 1.179 -1.495 -0.426
H 2.847 -0.964 -0.246
H 1.056 0.699 -2.058
H 2.815 0.345 -2.158
C 4.171 -1.318 5.588
C 3.362 -0.379 5.105
C 2.081 -0.736 4.443
O 1.344 0.112 4.000
C 1.739 -2.177 4.338
C 2.550 -3.114 4.822
C 3.828 -2.759 5.486
O 4.568 -3.613 5.930
H 5.110 -1.084 6.074
H 3.588 0.678 5.165
H 0.802 -2.408 3.846
H 2.324 -4.171 4.757
C -4.732 -0.523 -1.899
C -5.945 -0.148 -2.297
C -6.681 0.942 -1.609
O -7.791 1.277 -1.979
C -6.014 1.601 -0.463
C -4.801 1.230 -0.058
C -4.064 0.135 -0.743
O -2.967 -0.185 -0.363
H -4.176 -1.315 -2.385
H -6.454 -0.612 -3.134
H -6.569 2.397 0.018
H -4.279 1.691 0.772
```

Results
**Energy**: -66940.7383 eV
**LUMO energy**: 0.3 eV
**Charge**: -1

***

# 4
Formula: C19H22BrN7OS
Source: the Open Molecules 2025 dataset
Level of theory: ωB97M-V with the def2-TZVPD basis set

```
51
C19H22BrN7OS, DFT ωB97M-V with the def2-TZVPD basis set
C 3.499 -7.965 1.710
C 4.035 -6.562 1.989
N 3.177 -5.552 1.432
N 3.384 -5.133 0.176
C 2.439 -4.256 -0.092
C 2.356 -3.572 -1.409
C 1.584 -4.100 1.032
C 0.447 -3.238 1.124
N -0.257 -3.165 2.183
N -1.322 -2.331 2.183
C -2.080 -2.162 3.290
O -1.910 -2.713 4.353
C -3.230 -1.178 3.059
S -2.689 0.560 3.145
C -2.120 0.798 1.524
N -1.986 -0.115 0.591
N -1.531 0.492 -0.509
C -1.378 1.766 -0.252
C -0.894 2.725 -1.227
C -1.184 2.492 -2.573
C -0.743 3.363 -3.548
C -0.001 4.473 -3.176
Br 0.601 5.689 -4.512
C 0.319 4.710 -1.850
C -0.126 3.834 -0.877
N -1.749 2.021 1.048
C -1.846 3.261 1.763
C 2.104 -4.967 1.995
C 1.649 -5.235 3.379
H 3.407 -8.116 0.638
H 2.521 -8.100 2.165
H 4.179 -8.710 2.114
H 5.014 -6.442 1.520
H 4.128 -6.395 3.065
H 1.410 -3.803 -1.898
H 2.419 -2.492 -1.283
H 3.174 -3.907 -2.039
H 0.208 -2.639 0.236
H -1.527 -1.767 1.342
H -3.705 -1.322 2.090
H -3.952 -1.286 3.868
H -1.757 1.618 -2.836
H -0.970 3.185 -4.587
H 0.915 5.568 -1.580
H 0.160 4.006 0.148
H -2.046 4.072 1.063
H -0.925 3.466 2.312
H -2.664 3.186 2.480
H 2.436 -4.997 4.096
H 0.780 -4.617 3.586
H 1.381 -6.283 3.506
```

Results
**Energy**: -113415.6314 eV
**LUMO energy**: 0.3 eV
**Charge**: 0
**Structure (SMILES)**: CCn1nc(C)c(/C=N/NC(=O)CSc2nnc(-c3ccc(Br)cc3)n2C)c1C